Here is a 12-piece molecular cluster, C56H148N12O16 overall from OMol25. Energies are from ωB97M-V/def2-TZVPD.

Each line ends with the Mulliken charge.
Cartesian coordinates (Å):
C  -0.252  2.220  18.539  -0.7446
O  -1.546  2.727  18.297  -0.2520
C  -2.178  1.985  17.275  -0.5900
C  -3.606  2.585  17.139  0.2421
C  -4.522  2.230  18.310  -1.3691
N  -4.297  2.138  15.933  -0.6705
H  0.243  2.952  19.177  0.2309
H  0.398  2.141  17.667  0.3235
H  -0.314  1.281  19.088  0.2690
H  -1.667  2.192  16.335  0.3508
H  -2.253  0.920  17.493  0.3135
H  -3.481  3.667  17.140  0.3253
H  -5.495  2.721  18.283  0.3470
H  -3.977  2.608  19.175  0.3348
H  -4.593  1.152  18.450  0.3418
H  -4.401  1.143  16.073  0.2818
H  -3.685  2.204  15.133  0.2683
C  -2.663  13.480  25.829  -0.7739
O  -2.399  12.064  25.820  -0.3713
C  -3.385  11.369  25.027  -0.7263
C  -3.034  9.829  25.041  0.5451
C  -4.192  9.004  24.558  -1.3512
N  -2.640  9.392  26.418  -0.7448
H  -1.953  13.976  26.490  0.2866
H  -3.592  13.667  26.368  0.3109
H  -2.676  13.961  24.850  0.2958
H  -4.238  11.596  25.666  0.3234
H  -3.598  11.690  24.008  0.4239
H  -2.167  9.707  24.392  0.2103
H  -5.052  8.993  25.228  0.3718
H  -3.945  7.946  24.464  0.3476
H  -4.616  9.402  23.636  0.2323
H  -2.256  10.240  26.808  0.3362
H  -3.491  9.285  26.952  0.2812
C  -8.683  6.256  22.654  -0.8074
O  -9.023  7.511  23.177  -0.1297
C  -9.938  7.418  24.260  -0.7873
C  -10.657  8.789  24.391  0.6868
C  -9.737  9.936  24.767  -1.4761
N  -11.817  8.717  25.294  -0.6727
H  -8.132  6.345  21.717  0.1995
H  -9.598  5.695  22.463  0.3470
H  -8.092  5.672  23.359  0.3157
H  -10.663  6.612  24.144  0.3489
H  -9.423  7.147  25.182  0.3372
H  -11.028  9.071  23.406  0.1423
H  -9.317  9.810  25.765  0.3268
H  -10.371  10.822  24.755  0.3726
H  -8.869  10.098  24.127  0.3445
H  -12.587  8.341  24.760  0.2392
H  -12.119  9.558  25.766  0.2142
C  -6.838  22.059  24.211  -0.7540
O  -7.385  21.426  23.096  -0.3310
C  -7.177  20.037  23.179  -0.6604
C  -7.620  19.350  21.846  0.5818
C  -7.654  17.831  21.963  -1.5532
N  -6.585  19.646  20.847  -0.7296
H  -5.803  21.795  24.430  0.3198
H  -7.416  21.878  25.118  0.2970
H  -6.874  23.143  24.106  0.2782
H  -6.146  19.790  23.430  0.3012
H  -7.695  19.541  24.000  0.3611
H  -8.596  19.684  21.495  0.2585
H  -8.423  17.603  22.702  0.3753
H  -6.735  17.346  22.293  0.3502
H  -7.942  17.361  21.023  0.4144
H  -6.273  20.607  20.877  0.2575
H  -5.757  19.076  20.948  0.2346
C  -3.839  8.511  19.431  -0.8854
O  -5.011  9.282  19.794  -0.1638
C  -5.701  9.931  18.717  -0.7578
C  -6.943  10.819  19.119  0.3453
C  -6.543  11.745  20.267  -1.2921
N  -8.121  10.087  19.561  -0.6871
H  -3.079  8.956  18.789  0.3036
H  -4.227  7.559  19.071  0.3621
H  -3.288  8.200  20.319  0.2240
H  -5.041  10.434  18.010  0.4544
H  -6.109  9.087  18.162  0.3579
H  -7.209  11.435  18.260  0.4206
H  -6.047  11.261  21.108  0.0628
H  -7.440  12.150  20.736  0.4425
H  -5.924  12.557  19.886  0.3635
H  -8.444  9.544  18.773  0.2476
H  -7.875  9.429  20.287  0.2019
C  2.396  9.006  21.452  -0.7554
O  3.720  9.577  21.504  -0.3294
C  4.444  8.978  22.625  -0.7303
C  5.769  9.722  22.744  0.4933
C  6.611  9.394  21.576  -1.3354
N  6.468  9.344  23.918  -0.6949
H  2.405  7.983  21.077  0.2980
H  1.700  9.489  20.766  0.2672
H  1.968  8.934  22.452  0.3171
H  3.934  9.093  23.582  0.4093
H  4.536  7.902  22.473  0.2994
H  5.590  10.794  22.828  0.2262
H  7.524  9.971  21.427  0.3617
H  5.955  9.464  20.708  0.2963
H  7.087  8.415  21.645  0.3464
H  7.005  8.512  23.719  0.2901
H  5.768  9.038  24.579  0.2400
C  -7.827  15.348  26.574  -0.8523
O  -7.223  16.606  26.888  -0.2109
C  -7.344  16.997  28.264  -0.7185
C  -6.814  18.389  28.484  0.4476
C  -5.255  18.491  28.284  -1.4014
N  -7.036  18.901  29.802  -0.7321
H  -7.349  14.874  25.716  0.2716
H  -8.911  15.340  26.462  0.2941
H  -7.559  14.622  27.341  0.3392
H  -8.407  16.979  28.506  0.3328
H  -6.745  16.344  28.898  0.2676
H  -7.375  19.061  27.833  0.2713
H  -4.958  18.385  27.241  0.3153
H  -4.724  17.799  28.938  0.3670
H  -4.902  19.516  28.399  0.4088
H  -6.987  19.903  29.686  0.2810
H  -6.229  18.641  30.350  0.3160
C  -10.201  1.914  17.316  -0.7689
O  -10.557  3.156  17.898  -0.2924
C  -11.645  3.806  17.207  -0.6905
C  -11.760  5.242  17.546  0.4035
C  -12.745  5.980  16.606  -1.4549
N  -10.457  5.867  17.467  -0.5941
H  -9.515  2.128  16.497  0.3028
H  -11.036  1.276  17.029  0.3140
H  -9.658  1.272  18.009  0.2457
H  -11.362  3.574  16.181  0.3329
H  -12.580  3.258  17.317  0.3566
H  -12.116  5.302  18.574  0.3153
H  -12.644  7.035  16.862  0.3666
H  -13.776  5.754  16.875  0.4079
H  -12.470  5.790  15.568  0.3092
H  -9.869  5.256  18.016  0.3565
H  -10.173  5.714  16.510  0.1009
C  -8.383  5.528  13.639  -0.8462
O  -9.575  6.300  13.349  -0.2422
C  -9.235  7.641  12.868  -0.7929
C  -10.351  8.277  12.002  -0.3971
N  -10.626  7.324  10.896  -0.3621
C  -11.674  7.717  9.978  -0.9084
C  -13.071  7.660  10.582  -0.3909
O  -13.266  6.388  11.249  -0.3200
C  -14.589  6.281  11.778  -0.7939
H  -7.734  5.416  12.770  0.4087
H  -8.721  4.585  14.070  0.1782
H  -7.666  5.953  14.342  0.3395
H  -8.348  7.557  12.241  0.4139
H  -9.009  8.290  13.714  0.4017
H  -9.841  9.129  11.554  0.3086
H  -11.178  8.524  12.668  0.2962
H  -11.051  6.522  11.339  0.3268
H  -11.619  7.142  9.053  0.3640
H  -11.467  8.719  9.601  0.3714
H  -13.760  7.746  9.741  0.4046
H  -13.326  8.334  11.400  0.3386
H  -14.693  5.306  12.254  0.2515
H  -15.300  6.253  10.952  0.3299
H  -14.843  7.031  12.527  0.3106
C  -0.558  3.656  23.601  -0.8274
O  -1.002  2.653  24.511  -0.3357
C  -2.182  2.980  25.185  -0.3556
C  -2.352  1.931  26.356  -0.9175
N  -2.289  0.536  25.886  -0.3700
C  -3.563  -0.039  25.376  -0.4374
C  -3.226  -1.418  24.823  -0.6374
O  -2.307  -1.232  23.700  -0.3643
C  -2.937  -1.182  22.427  -0.7448
H  -1.279  4.107  22.919  0.3073
H  0.340  3.270  23.118  0.2891
H  -0.118  4.449  24.206  0.3345
H  -3.048  2.941  24.523  0.2697
H  -2.119  3.995  25.578  0.4500
H  -3.219  2.111  26.991  0.3819
H  -1.554  2.123  27.073  0.3418
H  -1.670  0.471  25.091  0.3805
H  -4.019  0.561  24.587  0.1815
H  -4.319  0.023  26.159  0.4484
H  -4.128  -1.927  24.484  0.4097
H  -2.722  -2.092  25.515  0.3176
H  -3.676  -0.397  22.269  0.2843
H  -3.478  -2.120  22.302  0.3279
H  -2.259  -1.092  21.579  0.2652
C  -1.589  9.167  12.279  -0.7208
O  -0.454  9.009  13.104  -0.2966
C  -0.747  8.532  14.443  -0.6539
C  0.550  8.107  15.080  -0.6179
N  1.403  9.237  15.335  -0.2870
C  2.701  8.913  15.881  -0.8292
C  3.520  10.258  16.018  -0.5809
O  3.685  10.905  14.724  -0.3071
C  4.340  12.168  14.754  -0.7330
H  -2.337  8.391  12.445  0.2871
H  -1.238  9.281  11.254  0.2245
H  -2.138  10.055  12.592  0.3015
H  -1.475  7.722  14.471  0.4829
H  -1.212  9.328  15.025  0.3193
H  1.066  7.472  14.360  0.3399
H  0.328  7.629  16.034  0.3824
H  1.603  9.749  14.487  0.2658
H  3.303  8.228  15.284  0.3510
H  2.661  8.365  16.822  0.4440
H  4.445  10.122  16.578  0.4668
H  2.860  10.882  16.620  0.3156
H  4.265  12.751  13.836  0.2533
H  5.381  12.028  15.047  0.2828
H  3.894  12.828  15.498  0.3104
C  -12.413  15.047  10.761  -0.7618
O  -11.846  14.906  11.982  -0.3137
C  -11.513  13.553  12.311  -0.5422
C  -10.845  13.499  13.694  -0.7720
N  -11.715  13.932  14.815  -0.3677
C  -11.002  14.156  16.062  -0.5784
C  -11.807  14.704  17.238  -0.6654
O  -12.095  16.033  16.913  -0.3070
C  -13.148  16.624  17.741  -0.7943
H  -12.449  16.104  10.497  0.2421
H  -13.461  14.748  10.800  0.2982
H  -11.739  14.609  10.025  0.3152
H  -10.913  13.034  11.564  0.4857
H  -12.425  12.966  12.420  0.3025
H  -9.946  14.116  13.676  0.3503
H  -10.405  12.528  13.921  0.4470
H  -12.153  14.746  14.407  0.2592
H  -10.102  14.763  15.969  0.3806
H  -10.743  13.166  16.437  0.3768
H  -11.290  14.705  18.198  0.3998
H  -12.697  14.085  17.349  0.3601
H  -14.135  16.202  17.550  0.3194
H  -13.252  17.662  17.426  0.2672
H  -12.974  16.662  18.817  0.2978

As for the net charge: 0. The total energy comes out at -4082.80427 hartree. Its LUMO energy is 0.001 hartree. For the energy relative to the best compared isomer or geometry (same formula, charge and spin), the calculation gives 131.82 kcal per mole.

---

Here is a 8-piece molecular cluster, C4H22NO9 overall from OMol25. Energies are from ωB97M-V/def2-TZVPD.

Each line ends with the Mulliken charge.
Cartesian coordinates (Å):
C  -0.090  -0.779  3.034  -1.2345
C  0.731  0.289  2.329  0.0486
N  -0.046  0.903  1.215  0.2248
C  0.837  1.395  0.123  -0.8226
C  1.212  0.231  -0.831  0.9359
O  0.739  0.264  -1.982  -0.9130
O  1.945  -0.660  -0.377  -0.8437
H  -0.398  -1.609  2.292  0.1796
H  -0.974  -0.369  3.424  0.3636
H  0.468  -1.234  3.877  0.3924
H  1.004  1.068  3.036  0.3306
H  1.728  -0.106  1.952  0.0280
H  -0.685  0.214  0.812  -0.0206
H  1.764  1.847  0.539  0.4744
H  0.234  2.167  -0.502  0.2041
H  -0.857  -1.726  -3.202  0.3446
H  0.454  -1.262  -2.749  0.4357
O  0.024  -2.071  -3.074  -0.8268
H  3.228  -0.078  0.560  0.3020
H  4.668  0.308  0.196  0.2884
O  4.043  0.353  0.930  -0.7182
H  -2.385  0.788  -1.747  0.3449
H  -0.991  0.457  -2.265  0.4459
O  -1.936  0.209  -2.334  -0.7780
H  1.062  -2.150  -0.370  0.3509
H  0.206  -2.681  -1.496  0.4859
O  0.284  -2.772  -0.508  -0.8619
H  -2.755  1.769  0.637  0.3584
H  -2.723  0.261  0.317  0.3207
O  -3.106  1.135  0.016  -0.7902
H  -1.136  2.338  1.833  0.4331
H  -1.303  3.800  1.404  0.2822
O  -1.753  3.076  1.847  -0.7733
H  -1.129  -1.898  -0.058  0.2965
H  -1.972  -1.008  -0.906  0.4397
O  -1.888  -1.292  -0.022  -0.7280

As for the net charge: -1. The total energy comes out at -897.67397 hartree. Its LUMO energy is 0.117 hartree. For the energy relative to the best compared isomer or geometry (same formula, charge and spin), the calculation gives 0.00 kcal per mole.

---

Here is one molecule with the formula CH3ClN2O2 from OMol25. Energies are from ωB97M-V/def2-TZVPD.

Each line ends with the Mulliken charge.
Cartesian coordinates (Å):
C  -0.108  -0.001  -0.076  -0.6529
N  -1.569  -0.111  0.067  -0.1711
Cl  -2.389  -1.630  0.287  0.0217
N  -2.301  1.035  -0.205  1.2520
O  -1.689  2.061  -0.349  -0.6468
O  -3.490  0.839  -0.195  -0.6517
H  -0.003  0.997  -0.542  0.3362
H  0.343  -0.065  0.823  0.2943
H  0.138  -0.939  -0.647  0.2183

As for the net charge: 0. The total energy comes out at -759.90675 hartree. Its LUMO energy is 0.002 hartree. For the energy relative to the best compared isomer or geometry (same formula, charge and spin), the calculation gives 65.69 kcal per mole.

---

Number 1: HOMO-LUMO gap 0.315 hartree. Number 2: HOMO-LUMO gap 0.333 hartree. Number 3: HOMO-LUMO gap 0.377 hartree.